{"formula": "CH3N2OP", "method": "ωB97M-V/def2-TZVPD", "de_lowest_ev": 4.265, "gap_ev": [5.746, 5.745], "total_energy_ev": -15397.9838, "e_lumo_ev": [-1.64, -1.64], "symbols": ["C", "N", "N", "O", "P", "H", "H", "H"], "positions_angstrom": [[-0.3567, 0.9614, 0.3782], [-0.0598, -0.4505, 0.4413], [-0.4112, 0.2657, 1.5836], [0.7764, -1.5318, -1.8182], [1.5827, -1.0140, -0.7266], [0.5195, 1.5789, 0.1457], [-1.2709, 1.2898, -0.1033], [-0.7800, -1.0994, 0.0992]], "forces_ev_per_angstrom": [[-0.122, 0.528, -0.016], [0.669, -1.409, -1.514], [0.692, 0.083, 1.187], [-0.135, -0.386, -0.567], [-1.189, 0.930, 1.708], [0.124, 0.133, -0.132], [-0.150, -0.103, -0.358], [0.110, 0.225, -0.309]]}